Density functional theory data (ωB97M-V/def2-TZVPD) for a cluster of 2 separate species, C8H17F3N3 in total at a distorted geometry.

Cartesian coordinates (Å):
C: -0.522 -1.016 -3.023
C: 0.155 2.603 2.016
C: -1.786 -0.205 -4.943
C: -0.360 -0.340 3.941
C: -0.534 1.236 1.962
C: 1.379 -0.198 2.276
C: 0.389 -1.879 -0.809
C: 0.192 -0.865 -1.865
N: -0.616 -0.128 -4.045
N: 2.051 0.133 1.118
N: 0.243 0.232 2.763
F: 1.665 -2.071 -0.399
F: -0.288 -1.523 0.328
F: 0.801 0.354 -1.647
H: -0.966 -1.964 -3.284
H: -0.065 3.143 1.027
H: -0.092 3.233 2.831
H: 1.255 2.476 1.755
H: -1.880 -1.217 -5.346
H: -1.649 0.399 -5.809
H: -2.605 0.233 -4.249
H: -0.549 0.333 4.742
H: -1.310 -1.048 3.786
H: 0.468 -1.089 4.245
H: -0.516 0.950 0.981
H: -1.495 1.277 2.440
H: 2.052 -0.897 2.863
H: -0.121 -2.864 -0.966
H: 3.007 -0.141 1.198
H: 1.590 0.222 0.237
H: 0.107 0.619 -4.124

The charge is +1. The HOMO-LUMO gap is 8.362 eV. The spin multiplicity is 1. The total energy is -778.5837 Ha. The HOMO energy comes out at -11.317 eV. The calculation puts the lowest unoccupied orbital energy at -2.955 eV.